(1)
ORCA calculation (ωB97M-V/def2-TZVPD) on an isolated molecule of Br2H3N2P in a non-equilibrium geometry.

ORCA input file:
```
! wB97M-V def2-TZVPD RIJCOSX def2/J DEFGRID3
* xyz 0 1
N 0.5865 0.0837 0.2595
N -0.5073 -0.7138 0.6372
P -0.8243 -1.3707 2.0975
Br -2.4961 -2.7091 1.5450
Br -1.9654 0.3230 3.0283
H 0.3774 1.0687 0.2994
H 1.0969 -0.4872 -0.3461
H -1.4969 -0.5204 0.1889
*
```

Results
**Maximum force**: 4.312 eV/Å
**Energy above the lowest of the compared OMol25 structures with the same formula, charge and spin**: 3.8 kcal per mole
**Frontier orbital gap**: 9.72 eV
**DFT total energy**: -152402.60589 eV
**E_HOMO**: -9.45 eV
**Structure (SMILES)**: NNP(Br)Br

In elementary charge units, the natural (NBO) charges are: -0.685, -0.847, 0.916, -0.221, -0.306, 0.390, 0.390, 0.361

---

(2)
ORCA calculation (ωB97M-V/def2-TZVPD) on a 8-piece molecular cluster, C36H37Br6N5O10 overall in a non-equilibrium geometry.

ORCA input file:
```
! wB97M-V def2-TZVPD RIJCOSX def2/J DEFGRID3
* xyz 0 1
O 4.7097 0.6529 3.7488
N 3.7412 -0.0536 3.9420
O 3.4372 -0.9986 3.2411
C 2.8691 0.2860 5.0783
C 1.7019 -0.4195 5.3170
C 0.9261 -0.0967 6.4339
C 1.4051 0.8644 7.3128
C 2.4945 1.6428 6.9986
C 3.2451 1.3464 5.8908
H 1.3383 -1.2332 4.7035
H 0.0019 -0.6181 6.6322
H 0.8680 1.0298 8.2402
H 2.7331 2.4510 7.6776
H 4.0711 2.0053 5.6612
O 6.3667 -0.8414 0.2485
N 6.9222 0.2088 -0.0165
O 8.0672 0.2907 -0.4318
C 6.1310 1.4478 -0.0214
C 4.8268 1.3668 0.4600
C 3.9621 2.4414 0.3193
C 4.3821 3.5495 -0.3686
C 5.6884 3.6878 -0.7921
C 6.5773 2.6160 -0.6328
H 4.4687 0.5376 1.0522
H 2.9490 2.2883 0.6678
H 3.6726 4.3565 -0.5245
H 5.9697 4.5251 -1.4142
H 7.5634 2.6563 -1.0725
O -3.8292 -1.5962 -1.3156
N -3.4316 -2.7096 -1.6118
O -2.2922 -3.0709 -1.3761
C -4.3329 -3.6491 -2.2546
C -3.8132 -4.8501 -2.7021
C -4.6423 -5.7605 -3.3526
C -5.9280 -5.3785 -3.6479
C -6.4553 -4.1400 -3.2376
C -5.6389 -3.2688 -2.5394
H -2.8151 -5.1771 -2.4509
H -4.2908 -6.7295 -3.6751
H -6.6149 -6.0608 -4.1350
H -7.4946 -3.9068 -3.4104
H -6.0616 -2.3295 -2.2109
O 3.1196 3.7304 -5.6830
N 2.0201 3.9514 -5.2162
O 1.2638 4.8101 -5.6038
C 1.6226 3.1529 -4.0473
C 0.6328 3.6688 -3.2166
C 0.2699 2.9837 -2.0681
C 0.9036 1.7813 -1.7976
C 1.8778 1.2426 -2.6373
C 2.2168 1.9389 -3.7975
H 0.0886 4.5613 -3.4912
H -0.5203 3.3711 -1.4407
H 0.6486 1.2642 -0.8775
H 2.3181 0.2794 -2.4307
H 2.9961 1.4712 -4.3827
O -4.4288 4.1991 -4.6702
N -4.6266 4.4071 -3.4990
O -5.3188 5.3217 -3.0874
C -4.0278 3.5464 -2.4737
C -3.4095 2.3800 -2.8885
C -2.9144 1.4957 -1.9267
C -3.1757 1.6984 -0.5894
C -3.7814 2.8905 -0.1881
C -4.2201 3.8220 -1.1186
H -3.2952 2.2140 -3.9507
H -2.4082 0.6284 -2.3282
H -2.8798 0.9897 0.1738
H -4.1181 3.0332 0.8309
H -4.7298 4.7042 -0.7623
Br 2.6958 -1.5125 -0.1413
C 1.2059 -1.3583 1.1184
C -0.1345 -1.5690 0.4576
Br -1.4653 -1.6410 1.9268
H 1.4018 -0.3930 1.5798
H 1.4133 -2.0584 1.9256
H -0.1438 -2.5143 -0.0720
H -0.5192 -0.7599 -0.1511
Br -7.1890 -1.7085 0.5951
C -6.0450 -0.1485 0.9995
C -4.8440 -0.4970 1.8548
Br -5.3484 -1.4979 3.4916
H -6.5903 0.6631 1.4720
H -5.6282 0.1753 0.0456
H -4.3524 0.4136 2.1919
H -4.1294 -1.1333 1.3473
Br 4.7594 -7.0941 2.3089
C 3.6668 -5.8060 1.3368
C 3.7955 -4.4054 1.8955
Br 3.2919 -4.3010 3.7690
H 2.6398 -6.1527 1.4083
H 4.0411 -5.8180 0.3169
H 3.1057 -3.7336 1.3917
H 4.7992 -4.0493 1.6684
*
```

Results
**Maximum force**: 1.449 eV/Å
**Energy above the lowest of the compared OMol25 structures with the same formula, charge and spin**: 0.0 kcal per mole
**Frontier orbital gap**: 8.76 eV
**DFT total energy**: -486098.99876 eV
**E_HOMO**: -9.87 eV
**Structure (SMILES)**: O=[N+]([O-])c1ccccc1.O=[N+]([O-])c1ccccc1.O=[N+]([O-])c1ccccc1.O=[N+]([O-])c1ccccc1.O=[N+]([O-])c1ccccc1.BrCCBr.BrCCBr.BrCCBr

Atom charges from the Löwdin analysis, given in e for atoms 1 to 8: 0.084, -0.330, 0.010, -0.134, 0.005, -0.052, -0.078, -0.074

---

(3)
ORCA calculation (ωB97M-V/def2-TZVPD) on a 2-piece molecular cluster, C2H6N2O overall in a non-equilibrium geometry.

ORCA input file:
```
! wB97M-V def2-TZVPD RIJCOSX def2/J DEFGRID3
* xyz 0 1
H 0.2865 1.9984 -3.1908
N 0.1364 1.4803 -2.3283
C 0.8725 0.4344 -2.3361
N 1.5136 -0.0098 -1.2110
H 1.0081 -0.1173 -3.2723
H 1.8503 -0.9619 -1.2355
H 0.9977 0.2215 -0.3707
C -1.6660 -0.7577 3.4632
O -2.7053 -0.9614 2.9096
H -1.5712 -0.0165 4.2825
H -0.7226 -1.3100 3.2895
*
```

Results
**Maximum force**: 1.530 eV/Å
**Energy above the lowest of the compared OMol25 structures with the same formula, charge and spin**: 57.3 kcal per mole
**Frontier orbital gap**: 9.71 eV
**DFT total energy**: -7197.30491 eV
**E_HOMO**: -9.06 eV
**Structure (SMILES)**: [H]/N=C/N.C=O

Atom charges from the natural (NBO) analysis, given in e for atoms 1 to 8: 0.351, -0.757, 0.295, -0.800, 0.142, 0.376, 0.392, 0.284

---

- Number 3 is which compound?
  C2H6N2O

---

- Which formula does entry 2 have?
  C36H37Br6N5O10

---

- Which formula does entry 3 have?
  C2H6N2O

---

- Which formula does entry 2 have?
  C36H37Br6N5O10